Computed, not measured: C49H35Cl3NO7PSSc as an isolated structure, with the ωB97M-V functional and the def2-TZVPD basis.

```
! RIJCOSX wB97M-V def2-TZVPD def2/J DEFGRID3
* xyz -1 1
C -4.4354 3.1463 2.5946
C 3.9099 -4.1714 -0.2513
H 3.1803 -5.6623 -3.7236
H -3.0447 -2.9012 -1.1778
O 2.2524 0.6919 -1.1898
P 1.7908 -2.2009 -0.4784
H -4.3387 2.8044 3.6168
C -2.0045 -0.6309 1.6867
C 3.3886 -5.2484 -2.7444
C -2.7710 -1.3099 3.8671
H -6.5825 3.2153 2.6355
H 2.1512 4.4908 -2.1879
H 4.1330 -3.7740 0.7275
H 4.4544 4.6000 -1.6969
H 1.1361 -4.9722 0.4206
C -3.5110 2.2696 -4.8734
C 4.3913 -5.8009 -1.9608
H 4.6437 -0.3064 -1.1705
H 0.6895 -3.0991 2.2343
C 2.0791 3.4078 -1.9664
O 0.0050 2.9912 0.2362
C -0.6109 -0.2340 3.6312
H -0.9419 -6.2862 0.3969
C 5.6878 2.9164 -1.2422
C -5.6886 3.3670 2.0442
C -2.1381 -3.3632 -0.8063
C 0.2326 -3.1841 -0.3308
C 3.3247 1.3807 -1.3127
C 4.6526 -5.2485 -0.7186
C -2.9759 -1.1788 2.4790
C -5.7933 3.7544 0.7226
C -4.4176 3.5779 -2.5419
C 1.6896 -2.7074 2.3660
C 5.7526 1.5210 -1.1216
H 4.9593 -6.6541 -2.3108
C 0.5502 0.3178 4.2122
C 2.6472 -4.1738 -2.2820
C 0.2713 0.3085 1.3509
C -4.3523 2.1736 -2.6258
C 1.5165 0.8485 3.4056
H -3.5277 -1.7812 4.4835
C -0.9546 -5.2541 0.0697
C -3.3806 3.7868 0.5079
C 3.3136 2.7836 -1.5784
H 2.2190 1.2026 1.4278
C -4.0811 4.2718 -3.7136
C 2.8796 -3.6236 -1.0163
H 1.7035 -3.0720 4.4748
H 6.7125 1.0446 -0.9707
C -3.6397 3.6459 -4.8620
H -2.3203 3.2249 2.2742
H -5.0314 5.2522 -1.5979
C -3.3019 3.3754 1.8386
C 1.3847 0.8078 2.0051
C -1.1296 2.8951 -0.2591
C 3.5146 -2.1306 3.8312
C 4.6095 0.7738 -1.1986
C 4.4987 3.5327 -1.5152
H -3.0477 -5.2576 -0.4018
O -1.0269 -1.3061 -1.2193
H 5.1744 -1.1329 2.9012
C -2.0731 4.1017 -0.1932
O -0.1148 0.3068 -2.7878
O 1.0009 2.8530 -2.1109
H -1.5382 4.8609 0.3769
C 2.3898 -2.2130 1.2715
Cl 7.1529 3.8508 -1.1002
C -3.8800 1.5389 -3.7584
H 3.9400 -2.0919 4.8265
C 4.2044 -1.5935 2.7550
C -1.6243 -0.8218 4.4271
C -2.1338 -4.6778 -0.3809
H 1.8737 -3.7462 -2.8999
O -1.5311 1.8197 -0.8044
C 3.6455 -1.6443 1.4897
H -3.1349 1.7639 -5.7513
C -0.7650 -0.1828 2.2151
H 5.4357 -5.6638 -0.0955
C -4.6585 3.9219 -0.0667
C 2.2566 -2.6751 3.6321
H -3.3928 4.2394 -5.7310
N -4.8775 4.2705 -1.4373
Cl -4.9432 1.1684 -1.3500
H -6.7626 3.9068 0.2658
H -2.1817 -0.5174 0.6250
H -1.4669 -0.8822 5.4994
H 2.4022 1.2912 3.8484
H -2.2245 4.4600 -1.2115
H 4.1882 -1.2305 0.6531
C -0.9701 -2.6072 -0.7711
Sc 0.2691 0.8739 -0.8633
C 0.2140 -4.5134 0.0863
H 0.6548 0.3067 5.2922
S -0.4990 -1.1275 -2.9108
O 0.6403 -2.0248 -3.0004
H -3.9108 -1.5113 2.0433
Cl -4.2285 6.0126 -3.7181
H -3.8085 0.4628 -3.7598
*
```

Output
gap between HOMO and LUMO	0.264	Ha
ΔE to the lowest compared entry with this formula, charge and spin	23.0	kcal per mole